No. 1
C4H6FNOS | the ωB97M-V functional and the def2-TZVPD basis

Geometry as ORCA input:
```
! RIJCOSX wB97M-V def2-TZVPD def2/J DEFGRID3
* xyz 0 1
C -1.695 -0.861 0.162
H -1.272 1.902 0.210
H 1.304 -1.468 1.242
H 2.045 -0.209 0.410
C -0.357 1.203 -0.039
H 0.660 2.897 -0.613
C 1.115 -0.968 0.242
C -0.287 -0.158 0.186
H -0.558 -2.108 -0.348
F 1.377 -1.736 -0.788
N 0.754 2.023 -0.040
O -1.535 -2.221 0.183
S -3.196 0.062 -0.322
H 1.645 1.641 -0.484
*
```

Summary:
* LUMO level: -0.292 eV
* gap between HOMO and LUMO: 8.1 eV
* SMILES: N/C=C(\CF)C(O)=S



No. 2
C4H10O2 | the ωB97M-V functional and the def2-TZVPD basis

Geometry as ORCA input:
```
! RIJCOSX wB97M-V def2-TZVPD def2/J DEFGRID3
* xyz 0 1
H -0.705 2.286 0.518
H 1.759 0.907 -0.682
O 0.191 -1.010 0.024
C 0.380 2.091 0.527
H -0.700 -2.614 -0.947
H 0.034 -0.431 -1.951
H 0.593 1.919 -1.507
C -0.693 -2.109 0.029
H -1.718 -1.792 0.272
C 0.702 1.217 -0.667
H 1.155 1.245 2.105
H 0.418 -0.001 1.436
C -0.148 -0.016 -0.947
H -1.218 0.231 -0.861
O 0.293 0.884 1.861
H -0.342 -2.807 0.791
*
```

Summary:
* LUMO level: 0.772 eV
* gap between HOMO and LUMO: 8.2 eV



No. 3
C3H7OSn | the ωB97M-V functional and the def2-TZVPD basis

Geometry as ORCA input:
```
! RIJCOSX wB97M-V def2-TZVPD def2/J DEFGRID3
* xyz 1 1
H -0.526 2.452 -0.865
H 0.643 0.529 -1.349
C -0.094 0.311 -0.576
H 1.049 -1.444 0.342
H 1.558 0.030 0.882
C 0.632 -0.471 0.601
C -0.215 1.824 -0.030
Sn -1.558 -6.093 -0.315
H -0.067 -0.761 1.386
H 0.742 2.162 0.367
H -1.008 1.881 0.716
O -1.158 -0.421 -1.160
*
```

Summary:
* LUMO level: -8.198 eV
* gap between HOMO and LUMO: 2.6 eV



No. 4
CClF3NO2S | the ωB97M-V functional and the def2-TZVPD basis

Geometry as ORCA input:
```
! RIJCOSX wB97M-V def2-TZVPD def2/J DEFGRID3
* xyz -1 1
O 1.458 0.664 -2.044
N 2.067 -1.069 -0.345
F -2.619 0.928 -0.062
C -1.788 -0.108 0.453
Cl 2.282 -1.655 1.175
O 2.228 1.480 0.231
F -1.436 -0.878 -0.631
S 1.627 0.418 -0.604
F -2.545 -0.849 1.349
*
```

Summary:
* LUMO level (alpha / beta): 1.637 / 3.188 eV
* gap between HOMO and LUMO (alpha / beta): 5.0 / 8.4 eV



No. 5
C2H4NO | the ωB97M-V functional and the def2-TZVPD basis

Geometry as ORCA input:
```
! RIJCOSX wB97M-V def2-TZVPD def2/J DEFGRID3
* xyz 1 1
N -1.560 0.250 0.038
C 1.185 0.131 0.148
H -0.752 -1.332 -0.904
H 1.505 0.994 -0.505
C -0.653 -0.363 -0.442
O -2.493 0.795 0.430
H 1.176 0.369 1.256
H 1.592 -0.844 -0.021
*
```

Summary:
* LUMO level: -7.702 eV
* gap between HOMO and LUMO: 9.6 eV



No. 6
C6H8 | the ωB97M-V functional and the def2-TZVPD basis

Geometry as ORCA input:
```
! RIJCOSX wB97M-V def2-TZVPD def2/J DEFGRID3
* xyz 0 1
C -0.853 0.821 -0.095
C 0.675 -1.272 1.138
C -0.576 -0.586 -0.759
H 0.816 -1.786 2.070
H 2.033 3.059 -0.805
H -1.796 1.285 -0.442
H -1.180 -0.702 -1.651
H 1.294 -0.384 0.960
C -0.292 -1.620 0.275
H -0.984 0.692 0.995
C 0.240 1.757 -0.326
H -0.786 -2.577 0.267
H 0.428 -1.061 -1.099
C 1.189 2.454 -0.569
*
```

Summary:
* LUMO level: 1.143 eV
* gap between HOMO and LUMO: 10.0 eV
* SMILES: C#CCCC=C



Record-wise energy above the lowest of the compared OMol25 structures with the same formula, charge and spin values, in kJ/mol: 391.1, 439.1, 581.1, 309.3, 348.4, 333.1
Record-wise energy values, in Ha: -783.931103, -308.730904, -407.474128, -1401.222282, -208.137912, -233.260120